The following is a quantum chemistry calculation of a structure of composition C33H80F3Na2O19S in a non-equilibrium geometry, from OMol25.

XYZ file:
```
138
Properties=species:S:1:pos:R:3:forces:R:3:lowdin_charge:R:1
Na -2.565 -4.224 3.993 -0.07 0.75 -0.41 0.755
Na 1.415 -6.137 2.579 0.05 0.70 -0.22 0.832
C -0.533 -2.326 0.199 1.95 -0.84 1.53 -0.540
F 0.580 -2.343 -0.620 -1.64 0.38 0.89 0.082
F -1.159 -1.145 0.142 0.33 -1.07 -0.38 0.127
F -1.313 -3.356 -0.175 0.11 1.06 0.05 0.113
S 0.101 -2.641 2.082 1.63 1.28 -0.52 0.538
O -1.106 -2.611 2.891 -0.48 -0.28 -0.06 -0.341
O 0.722 -3.970 2.066 -0.39 -1.29 -0.39 -0.401
O 1.111 -1.630 2.357 -1.53 -0.57 -0.61 -0.288
C 2.485 1.354 -5.218 1.03 -0.09 -0.06 0.057
O 3.425 0.358 -5.579 -0.65 0.15 0.17 0.094
C 2.976 -1.018 -5.676 2.45 -0.24 -0.97 -0.069
C 2.683 -1.624 -4.348 -0.60 -0.80 1.57 -0.178
O 3.835 -1.529 -3.510 -0.33 0.65 -0.72 -0.127
C 3.819 -2.301 -2.312 -0.55 -0.72 -0.21 -0.051
H 3.019 2.295 -5.088 -0.02 -0.18 0.21 0.127
H 1.939 1.008 -4.340 -0.40 0.02 0.01 0.112
H 1.866 1.418 -6.113 -0.70 0.05 -0.12 0.148
H 3.881 -1.459 -6.092 0.15 -0.26 0.32 0.152
H 2.289 -1.167 -6.509 -0.93 0.50 0.46 0.169
H 2.331 -2.645 -4.493 0.65 -0.59 -0.42 0.130
H 1.750 -1.257 -3.921 0.07 1.07 0.46 0.131
H 4.735 -2.241 -1.724 0.15 0.66 -0.55 0.104
H 3.739 -3.351 -2.596 -0.21 -0.22 0.04 0.081
H 2.986 -2.032 -1.662 -0.14 0.11 -0.07 0.079
C -0.527 5.863 0.868 -0.80 -0.70 0.55 -0.070
O -0.875 5.572 -0.507 1.54 0.79 0.74 -0.174
C -2.248 5.409 -0.651 -0.71 0.45 0.32 -0.225
C -2.700 4.013 -0.448 -0.85 -2.00 -0.64 -0.219
O -2.751 3.478 0.850 0.10 0.16 1.52 -0.169
C -3.027 2.089 0.932 -0.34 0.23 -0.88 -0.098
H -0.939 5.061 1.480 0.00 -0.16 0.14 0.059
H -0.975 6.773 1.267 -0.22 0.32 -0.51 0.091
H 0.527 5.922 1.137 0.21 -0.12 -1.06 0.090
H -2.577 5.618 -1.669 0.53 0.18 -0.30 0.135
H -2.795 6.138 -0.053 -0.11 -0.03 0.37 0.136
H -2.092 3.369 -1.084 0.66 -0.18 -0.10 0.112
H -3.675 3.875 -0.916 -0.58 0.32 0.01 0.126
H -3.903 1.829 0.338 -0.10 0.10 -0.65 0.064
H -3.351 1.708 1.900 0.65 0.80 0.53 0.089
H -2.172 1.523 0.563 0.13 -0.24 0.02 0.073
C -7.508 -1.723 0.357 0.08 -0.56 0.74 -0.078
O -6.224 -2.252 0.656 0.43 -0.47 0.02 -0.197
C -5.418 -1.481 1.516 -1.24 -0.06 -0.29 -0.203
C -4.082 -2.123 1.844 0.01 0.12 -1.35 -0.146
O -4.033 -3.495 2.312 -1.10 1.35 1.36 -0.234
C -4.194 -4.473 1.320 0.98 -1.24 -0.88 -0.092
H -8.129 -1.705 1.252 -0.02 0.11 0.28 0.090
H -7.966 -2.466 -0.295 0.04 0.49 -0.35 0.098
H -7.464 -0.703 -0.026 0.05 -0.06 -0.43 0.089
H -5.964 -1.159 2.403 -0.22 -0.57 0.53 0.131
H -5.270 -0.516 1.032 0.81 0.29 -0.23 0.119
H -3.665 -1.373 2.517 0.55 -0.79 0.62 0.132
H -3.455 -2.124 0.952 0.01 0.19 -0.18 0.108
H -3.225 -4.578 0.833 0.08 0.06 -0.55 0.076
H -4.963 -4.394 0.551 -0.15 0.82 0.38 0.104
H -4.353 -5.455 1.767 -0.26 0.12 0.55 0.094
C 2.251 0.723 0.306 -0.36 -0.32 -0.45 -0.100
O 2.213 1.420 -0.918 -0.06 -0.01 -1.23 -0.181
C 1.314 2.512 -0.975 0.24 0.46 0.31 -0.191
C 1.215 3.211 -2.341 0.85 -0.40 1.09 -0.190
O 2.461 3.804 -2.667 -0.43 -0.27 0.15 -0.190
C 2.670 5.036 -1.974 0.07 0.74 -1.84 -0.085
H 2.393 1.368 1.172 0.06 0.13 0.06 0.090
H 3.060 -0.004 0.223 0.14 0.18 0.15 0.090
H 1.337 0.141 0.421 -0.23 0.07 0.30 0.056
H 1.728 3.242 -0.279 -0.36 0.40 0.24 0.118
H 0.308 2.259 -0.642 -0.23 -0.31 0.16 0.112
H 0.468 4.001 -2.267 -0.32 -0.07 0.11 0.111
H 0.912 2.511 -3.119 0.16 -0.06 -0.16 0.095
H 3.329 5.552 -2.673 0.74 0.08 0.66 0.093
H 3.038 5.003 -0.949 0.07 -0.37 -0.14 0.093
H 1.798 5.683 -2.060 -0.54 -0.26 0.50 0.088
C -1.672 5.631 6.453 0.10 -0.42 -0.76 -0.074
O -1.092 4.366 6.017 -0.02 2.09 0.46 -0.173
C -1.313 4.091 4.649 0.25 -2.22 0.80 -0.212
C -0.343 2.976 4.276 0.76 -0.27 0.87 -0.182
O -0.663 1.747 4.969 -0.79 0.28 -0.82 -0.170
C -0.086 0.607 4.374 0.22 0.20 0.07 -0.119
H -1.351 6.474 5.841 0.20 -0.12 -0.50 0.077
H -1.368 5.941 7.453 0.03 -0.86 0.12 0.086
H -2.758 5.586 6.371 -0.12 -0.07 0.23 0.084
H -1.238 4.904 3.927 0.02 0.36 0.33 0.116
H -2.258 3.551 4.578 -0.72 0.56 -0.35 0.126
H 0.662 3.195 4.638 0.25 0.53 -0.29 0.129
H -0.318 2.885 3.190 -0.16 -0.43 -0.22 0.111
H -0.394 -0.293 4.907 -0.14 0.18 0.22 0.088
H 1.003 0.652 4.415 0.17 0.04 -0.08 0.059
H -0.364 0.466 3.330 -0.17 0.19 -0.25 0.069
C 4.755 0.462 7.468 1.37 0.95 -0.22 -0.121
O 4.044 -0.554 6.821 -1.21 0.55 -0.47 -0.166
C 3.174 -0.058 5.792 0.09 -0.01 -1.07 -0.183
C 3.820 0.069 4.368 0.87 -2.14 1.62 -0.220
O 4.523 1.247 4.199 -0.14 2.10 0.65 -0.178
C 5.310 1.456 3.052 -0.58 -1.27 -0.92 -0.090
H 5.294 1.032 6.711 0.22 0.19 0.00 0.081
H 5.507 0.061 8.148 -0.18 -0.46 -0.12 0.090
H 4.204 1.202 8.048 -0.77 -0.25 -0.03 0.089
H 2.667 0.898 5.927 0.33 0.34 1.04 0.120
H 2.353 -0.774 5.747 0.14 -0.24 -0.24 0.111
H 3.081 -0.244 3.630 -0.19 0.70 -0.51 0.097
H 4.554 -0.735 4.415 0.24 -0.53 -0.43 0.123
H 6.094 0.706 2.952 0.30 -0.13 0.27 0.087
H 5.762 2.442 2.945 -0.31 0.05 0.80 0.094
H 4.680 1.306 2.175 -0.13 0.11 -0.36 0.063
C -5.106 1.074 -2.850 0.18 -0.17 -1.00 -0.067
O -3.761 1.078 -3.332 -0.77 0.08 -0.15 -0.156
C -2.954 0.329 -2.507 0.34 -1.54 0.90 -0.267
C -1.498 0.437 -2.839 0.19 0.88 1.63 -0.237
O -0.994 -0.083 -4.012 -0.10 -0.24 -2.04 -0.174
C -1.546 0.428 -5.250 0.37 -0.54 -0.06 -0.067
H -5.762 1.373 -3.669 0.19 0.62 0.13 0.097
H -5.164 1.731 -1.982 -0.36 -0.14 0.09 0.083
H -5.444 0.052 -2.675 0.18 -0.18 0.63 0.088
H -3.225 -0.718 -2.372 -0.40 -0.88 -1.44 0.127
H -3.115 0.480 -1.439 0.35 1.52 0.43 0.096
H -0.944 -0.064 -2.046 -0.05 -0.21 0.07 0.112
H -1.225 1.482 -2.693 0.11 0.53 -0.43 0.110
H -0.855 0.196 -6.060 0.58 0.11 0.24 0.069
H -1.711 1.506 -5.240 -0.16 -0.04 0.25 0.098
H -2.424 -0.117 -5.596 -0.45 0.21 0.65 0.092
C 0.285 -6.134 -1.545 1.38 0.08 0.02 -0.101
O 0.479 -6.050 -2.942 -1.12 -0.12 -0.25 -0.159
C 1.781 -5.766 -3.416 0.12 0.19 1.96 -0.228
C 1.909 -6.133 -4.836 1.57 -0.19 -2.41 -0.162
O 3.265 -5.946 -5.408 -0.67 -0.65 1.69 -0.202
C 4.241 -6.924 -4.967 0.20 0.81 -1.06 -0.093
H -0.688 -6.530 -1.252 -0.06 0.09 -0.63 0.096
H 0.472 -5.200 -1.016 -0.31 0.55 -0.21 0.063
H 1.056 -6.784 -1.131 0.12 -0.60 0.13 0.075
H 2.490 -6.323 -2.803 0.33 -0.11 0.08 0.118
H 2.000 -4.706 -3.290 0.08 0.26 0.11 0.103
H 1.341 -5.436 -5.451 -0.41 -0.39 -0.01 0.130
H 1.647 -7.175 -5.023 -0.44 0.06 0.06 0.135
H 4.360 -7.009 -3.887 -0.23 0.02 0.01 0.076
H 5.177 -6.573 -5.400 0.09 0.23 0.30 0.087
H 4.134 -7.897 -5.448 -0.69 -0.19 0.23 0.088
```
Positions in Å, forces in eV/Å.

Properties
gap between HOMO and LUMO (spin up / spin down): 6.04 / 2.63 eV
highest occupied orbital energy (spin up / spin down): -12.219 / -12.219 eV
expectation value of S²: 0.754
E_LUMO (spin up / spin down): -6.176 / -9.589 eV
net charge: +2
2S+1: 2


The following is a quantum chemistry calculation of a structure of composition C20H28LuNO2S in a non-equilibrium geometry, from OMol25.

XYZ file:
```
53
Properties=species:S:1:pos:R:3:forces:R:3:nbo_charge:R:1
O 0.553 0.139 0.193 -2.75 -0.57 -0.18 -0.624
C -0.880 0.044 0.668 0.75 0.26 0.46 -0.052
C -1.314 -0.851 -0.480 0.29 0.07 0.20 -0.466
H -1.322 1.046 0.659 0.09 -0.24 0.16 0.200
H -0.901 -0.425 1.657 -0.04 0.31 -0.08 0.200
C 0.107 -0.603 -1.036 0.27 -0.18 -0.83 0.320
H -2.161 -0.454 -1.064 0.48 -0.31 0.18 0.239
H -1.480 -1.894 -0.165 -0.02 0.45 -0.25 0.215
C 0.113 0.338 -2.228 0.32 0.14 -0.12 -0.639
H -0.320 1.307 -1.943 0.05 -0.25 -0.14 0.222
H -0.460 -0.079 -3.075 0.19 0.07 0.44 0.222
H 1.148 0.501 -2.561 -0.31 0.09 0.05 0.228
C 0.963 -1.837 -1.265 0.19 -0.07 -0.02 -0.640
H 0.852 -2.554 -0.443 0.04 0.15 -0.20 0.218
H 2.027 -1.561 -1.343 -0.36 -0.01 0.06 0.237
H 0.685 -2.334 -2.209 -0.05 0.21 0.33 0.227
Lu 2.375 0.593 1.485 1.33 2.09 -1.15 1.726
C 3.802 -1.025 2.663 -0.25 -0.47 0.50 -0.326
C 2.942 -0.395 3.624 -0.11 -1.35 0.30 -0.348
C 1.601 -0.801 3.343 0.42 -0.34 0.10 -0.418
H 3.202 0.275 4.448 0.06 -0.42 -0.50 0.250
C 1.640 -1.652 2.197 0.33 -0.78 0.32 -0.366
C 2.995 -1.750 1.746 -0.41 -0.64 1.08 -0.385
H 3.395 -2.301 0.893 -0.35 0.09 0.35 0.246
H 4.894 -1.046 2.623 -0.56 0.44 0.05 0.253
H 0.733 -0.474 3.926 0.29 -0.36 -0.33 0.242
H 0.818 -2.264 1.831 0.09 0.49 -0.13 0.230
C 4.461 2.123 1.061 -0.23 0.47 -2.80 -0.098
C 4.383 0.909 0.151 1.72 0.61 2.42 -0.513
C 3.333 1.063 -0.737 -2.54 1.63 -1.14 -0.446
H 5.157 0.146 0.118 -0.08 0.33 -0.13 0.230
C 2.589 2.249 -0.386 0.69 -1.50 -1.62 -0.315
C 3.190 2.851 0.712 0.81 0.18 1.03 -0.505
H 2.874 3.719 1.294 0.10 -0.10 -0.56 0.231
H 5.397 2.757 0.996 -0.58 -0.81 1.08 0.204
H 3.147 0.471 -1.615 -0.03 -0.14 -0.07 0.224
H 1.744 2.630 -0.934 -0.22 -0.08 0.05 0.227
O -4.714 0.243 -1.301 -1.58 -0.39 -0.57 -0.548
C -4.848 -0.765 -2.337 0.38 -0.50 0.07 -0.074
C -6.308 -0.793 -2.831 0.39 0.63 0.09 -0.431
H -4.595 -1.754 -1.904 -0.02 0.38 -0.07 0.165
H -4.115 -0.561 -3.136 -0.34 0.04 0.29 0.185
C -7.070 -0.329 -1.584 0.67 -0.27 0.35 -0.431
H -6.610 -1.779 -3.197 0.10 0.22 0.06 0.222
H -6.434 -0.050 -3.630 -0.03 -0.24 0.06 0.204
C -6.071 0.668 -0.960 -0.09 0.45 0.00 -0.071
H -7.201 -1.181 -0.905 -0.11 0.17 -0.12 0.202
H -8.046 0.115 -1.803 0.24 -0.04 0.10 0.223
H -6.160 0.745 0.136 0.13 -0.13 -0.42 0.189
H -6.269 1.675 -1.381 0.33 -0.35 0.15 0.168
S 6.662 1.647 4.027 0.15 -0.33 0.36 -0.025
C 5.234 1.562 3.371 -1.55 1.25 -2.08 0.208
N 4.261 1.697 2.631 1.73 -0.37 2.79 -0.635
```
Positions in Å, forces in eV/Å.

Properties
gap between HOMO and LUMO: 5.20 eV
highest occupied orbital energy: -5.003 eV
E_LUMO: 0.195 eV
relative energy (zero: lowest compared OMol25 entry of this formula, charge and spin): 426.4 kJ/mol
2S+1: 1


The following is a quantum chemistry calculation of a structure of composition CH2O3 in a non-equilibrium geometry, from OMol25.

XYZ file:
```
6
Properties=species:S:1:pos:R:3:forces:R:3:nbo_charge:R:1
C -0.561 -0.373 0.646 -0.38 -1.49 -0.83 0.627
O -1.241 -0.478 1.615 0.21 0.62 0.36 -0.528
O 0.762 0.255 -1.172 -1.00 1.14 3.45 -0.436
O 0.232 0.677 0.382 1.33 -0.49 -3.45 -0.262
H -0.493 -1.133 -0.158 -0.10 0.21 0.32 0.121
H 1.301 1.053 -1.312 -0.06 0.01 0.15 0.477
```
Positions in Å, forces in eV/Å.

Properties
gap between HOMO and LUMO: 9.64 eV
highest occupied orbital energy: -11.185 eV
E_LUMO: -1.543 eV
relative energy (zero: lowest compared OMol25 entry of this formula, charge and spin): 414.3 kJ/mol
2S+1: 1


| no. | molar mass (Da) |
| --- | --- |
| 1 | 916.025 |
| 2 | 521.483 |
| 3 | 62.024 |